The following is a quantum chemistry calculation of O4SSn as an isolated structure, from the OMol25 dataset.

```
6
O4SSn | the OMol25 dataset | the ωB97M-V functional and the def2-TZVPD basis
Sn -1.050 -1.940 1.848
S 0.203 0.418 -0.374
O 0.285 0.505 1.119
O -0.751 -0.669 -0.696
O -0.213 1.657 -1.030
O 1.527 0.028 -0.867
```

Computed properties:
LUMO level (eV): -4.180
HOMO (eV): -8.430
F_max (eV/A): 5.52
ΔE to the lowest compared entry with this formula, charge and spin (kcal per mole): 70.9
Kohn-Sham gap (eV): 4.25
Total charge: 0
Multiplicity: 1

The following is a quantum chemistry calculation of one molecule with the formula C4H11NO3, from the OMol25 dataset.

```
19
C4H11NO3 | the OMol25 dataset | the ωB97M-V functional and the def2-TZVPD basis
C 1.686 0.867 -0.995
N 1.172 -0.311 -0.315
O 2.087 -0.693 0.686
C -0.140 -0.158 0.290
C -0.556 -1.506 0.887
O -0.067 0.843 1.302
C -1.174 0.272 -0.765
O -2.423 0.370 -0.109
H 1.579 1.782 -0.400
H 1.173 0.978 -1.947
H 2.741 0.684 -1.190
H 2.039 -0.033 1.402
H -1.585 -1.448 1.229
H -0.462 -2.275 0.127
H 0.093 -1.755 1.721
H -0.972 1.016 1.581
H -0.899 1.248 -1.181
H -1.197 -0.473 -1.568
H -3.097 0.593 -0.757
```

Computed properties:
LUMO level (eV): 0.570
SMILES string: CN(O)[C@@](C)(O)CO
HOMO (eV): -9.277
F_max (eV/A): 0.63
ΔE to the lowest compared entry with this formula, charge and spin (kcal per mole): 67.3
Kohn-Sham gap (eV): 9.85
Total charge: 0
Multiplicity: 1

The following is a quantum chemistry calculation of a 3-piece molecular cluster, C24H29F4NO4S overall, from the OMol25 dataset.

```
63
C24H29F4NO4S | the OMol25 dataset | the ωB97M-V functional and the def2-TZVPD basis
O -2.790 -0.869 1.632
O -1.767 -1.624 1.121
C -1.552 -1.294 -0.276
N -0.130 -1.283 -0.707
C 0.510 0.042 -0.554
C 0.519 0.946 -1.841
C 1.151 2.356 -1.761
C 1.767 2.818 -0.423
C 2.415 4.274 -0.375
F 3.816 4.180 -0.649
F 2.286 4.749 0.959
F 1.861 5.157 -1.339
C 1.792 1.952 0.888
C 1.162 0.546 0.790
S 1.107 -0.684 2.194
C 1.330 -2.302 1.284
C 2.127 -3.506 1.836
C 2.282 -4.792 0.961
C 1.643 -4.915 -0.470
C 0.837 -3.689 -0.978
C 0.152 -3.674 -2.448
C 1.139 -2.743 -3.351
F 2.467 -3.338 -3.254
C 0.664 -2.382 -0.114
H -3.638 -1.250 1.273
H -2.074 -0.298 -0.530
H -2.107 -2.094 -0.902
H 0.060 0.524 -2.799
H 1.155 2.982 -2.721
H 2.273 2.310 1.863
H 2.631 -3.459 2.855
H 2.892 -5.648 1.399
H 1.798 -5.852 -1.104
H 0.027 -4.718 -2.885
H -0.845 -3.117 -2.426
H 0.789 -2.652 -4.435
H 1.223 -1.712 -2.839
C -0.397 0.600 5.749
C -0.343 0.426 7.250
C 1.052 -0.134 7.453
O 1.871 0.404 6.406
C 1.023 1.025 5.430
H -1.143 1.324 5.417
H -0.615 -0.361 5.271
H -0.428 1.401 7.740
H -1.125 -0.225 7.646
H 1.060 -1.225 7.357
H 1.474 0.134 8.424
H 1.143 2.110 5.524
H 1.335 0.726 4.428
C -3.477 2.831 -4.910
C -2.785 1.964 -5.938
C -1.401 1.809 -5.340
O -1.556 1.866 -3.914
C -2.884 2.317 -3.613
H -4.566 2.762 -4.937
H -3.196 3.879 -5.059
H -3.280 0.988 -5.993
H -2.770 2.396 -6.940
H -0.744 2.632 -5.639
H -0.926 0.865 -5.620
H -3.450 1.460 -3.230
H -2.845 3.083 -2.836
```

Computed properties:
LUMO level (eV): -0.039
SMILES string: OOCN1c2ccc(C(F)(F)F)cc2Sc2cccc(CCF)c21.C1CCOC1.C1CCOC1
HOMO (eV): -8.154
F_max (eV/A): 4.75
Kohn-Sham gap (eV): 8.12
Total charge: 0
Multiplicity: 1

The following is a quantum chemistry calculation of an isolated ion of composition C7H8Br2IO5S and charge -1, from the OMol25 dataset.

```
24
C7H8Br2IO5S | the OMol25 dataset | the ωB97M-V functional and the def2-TZVPD basis
C 0.327 -2.069 1.845
S 0.799 -1.627 0.177
O -0.076 -2.303 -0.757
O 2.184 -1.951 0.036
C 0.438 0.126 0.011
C -0.576 0.493 -1.084
C -1.989 0.026 -0.721
C -2.794 1.039 0.028
O -2.405 1.848 0.793
Br -4.741 0.897 -0.303
O -0.428 1.914 -1.145
C 0.628 2.369 -0.394
O 0.734 3.533 -0.132
C 1.515 1.202 -0.026
Br 3.113 0.958 -1.201
H -0.291 -2.958 1.767
H 1.255 -2.290 2.363
H -0.183 -1.255 2.351
H -0.090 0.356 0.943
H -0.262 0.160 -2.071
H -2.525 -0.307 -1.605
H -1.930 -0.853 -0.079
H 1.799 1.383 1.007
I 5.501 -0.691 -1.801
```

Computed properties:
LUMO level (eV): 2.069
HOMO (eV): -3.576
F_max (eV/A): 1.84
Kohn-Sham gap (eV): 5.64
Total charge: -1
Multiplicity: 1

The following is a quantum chemistry calculation of one molecule with the formula C6H12O, from the OMol25 dataset.

```
19
C6H12O | the OMol25 dataset | the ωB97M-V functional and the def2-TZVPD basis
C 2.221 -0.221 -0.331
C 1.051 0.201 0.554
C -0.358 -0.137 0.037
C -0.523 -0.977 -1.228
C -1.359 -0.346 1.154
C -1.505 0.830 0.259
O -1.332 2.092 0.829
H 2.237 0.298 -1.296
H 2.193 -1.299 -0.524
H 3.163 -0.015 0.189
H 1.114 1.272 0.789
H 1.183 -0.316 1.513
H -0.773 -0.354 -2.096
H 0.379 -1.538 -1.485
H -1.334 -1.704 -1.108
H -0.981 -0.110 2.147
H -2.063 -1.173 1.108
H -2.300 0.773 -0.492
H -1.053 2.690 0.122
```

Computed properties:
LUMO level (eV): 0.877
SMILES string: CC[C@@]1(C)C[C@H]1O
HOMO (eV): -9.285
F_max (eV/A): 0.33
ΔE to the lowest compared entry with this formula, charge and spin (kcal per mole): 32.5
Kohn-Sham gap (eV): 10.16
Total charge: 0
Multiplicity: 1

The following is a quantum chemistry calculation of a 3-piece molecular cluster, C13H27BBrNO9PS2 overall, from the OMol25 dataset.

```
55
C13H27BBrNO9PS2 | the OMol25 dataset | the ωB97M-V functional and the def2-TZVPD basis
C -3.351 4.610 -3.512
C -2.933 3.644 -4.097
C -2.310 2.605 -4.917
B -0.956 1.995 -4.183
C 0.083 3.227 -3.732
C 1.458 3.190 -4.315
N 1.791 3.955 -5.276
C -1.466 1.062 -2.908
C -0.547 0.979 -1.740
O -0.883 1.257 -0.610
O 0.732 0.530 -1.937
P -0.094 0.954 -5.673
O -1.459 0.473 -6.510
Br 0.636 -1.045 -4.818
H -3.728 5.478 -3.031
H -3.033 1.792 -5.013
H -2.073 3.008 -5.902
H -0.334 4.160 -4.120
H 0.139 3.344 -2.644
H 2.209 2.501 -3.897
H 2.753 3.770 -5.558
H -1.601 0.039 -3.286
H -2.443 1.373 -2.541
H 1.155 1.080 -2.610
H -1.189 0.053 -7.332
O -2.772 -3.577 2.409
S -1.951 -3.960 1.297
O -0.686 -4.587 1.534
O -1.780 -2.732 0.325
C -1.266 -1.479 0.861
C 0.220 -1.532 1.139
C -2.884 -4.972 0.198
H -1.831 -1.205 1.754
H -1.468 -0.727 0.106
H 0.450 -2.239 1.938
H 0.578 -0.548 1.439
H 0.767 -1.851 0.252
H -3.839 -4.493 0.003
H -3.029 -5.930 0.694
H -2.315 -5.104 -0.718
O 3.001 0.035 3.865
S 3.438 -0.031 5.224
O 4.416 -0.993 5.630
O 2.159 -0.148 6.161
C 1.231 -1.225 5.890
C 1.752 -2.579 6.325
C 3.964 1.565 5.748
H 0.969 -1.218 4.831
H 0.334 -0.968 6.451
H 2.618 -2.880 5.738
H 0.974 -3.331 6.194
H 2.055 -2.556 7.372
H 3.211 2.295 5.463
H 4.904 1.767 5.240
H 4.113 1.549 6.824
```

Computed properties:
LUMO level (eV): 2.061
HOMO (eV): -4.670
F_max (eV/A): 0.87
Kohn-Sham gap (eV): 6.73
Total charge: -1
Multiplicity: 1

The following is a quantum chemistry calculation of one molecule with the formula CBrN5O2, from the OMol25 dataset.

```
9
CBrN5O2 | the OMol25 dataset | the ωB97M-V functional and the def2-TZVPD basis
C -0.004 -0.768 0.441
N -0.774 -0.637 1.599
N -1.206 0.478 1.688
N -1.405 1.561 1.617
N -0.028 0.326 -0.271
N 0.607 0.379 -1.486
O 0.270 1.310 -2.218
O 1.515 -0.367 -1.639
Br 1.024 -2.282 0.268
```

Computed properties:
LUMO level (eV): -1.106
HOMO (eV): -10.809
F_max (eV/A): 4.72
ΔE to the lowest compared entry with this formula, charge and spin (kcal per mole): 14.6
Kohn-Sham gap (eV): 9.70
Total charge: 0
Multiplicity: 1

The following is a quantum chemistry calculation of C32H37CrN7O4S2 as an isolated structure, from the OMol25 dataset.

```
83
C32H37CrN7O4S2 | the OMol25 dataset | the ωB97M-V functional and the def2-TZVPD basis
Cr 0.593 0.771 0.739
N 1.128 2.261 4.601
C 1.017 2.056 3.275
O 1.002 0.904 2.825
C 0.917 3.246 2.371
C 1.172 2.808 0.925
H 0.992 1.471 5.210
H 0.968 3.179 4.978
H 1.599 4.025 2.727
H -0.098 3.641 2.478
H 2.234 2.943 0.702
H 0.634 3.466 0.244
O -4.109 -5.526 0.857
C -4.676 -4.287 0.471
C -3.611 -3.231 0.389
C -3.939 -1.937 0.006
C -2.931 -0.990 -0.038
N -1.660 -1.249 0.244
C -1.334 -2.494 0.570
C -2.288 -3.510 0.675
C 0.097 -2.768 0.799
C 0.563 -4.078 0.680
C 1.889 -4.384 0.912
C 2.398 -5.798 0.810
O 1.787 -6.660 1.759
C 2.720 -3.343 1.303
C 2.188 -2.071 1.394
N 0.924 -1.746 1.118
H -4.790 -6.201 0.822
H -5.439 -3.968 1.191
H -5.159 -4.365 -0.510
H -4.955 -1.667 -0.249
H -3.166 0.029 -0.326
H -2.022 -4.507 0.990
H -0.118 -4.867 0.393
H 3.487 -5.801 0.922
H 2.152 -6.214 -0.167
H 1.884 -6.271 2.634
H 3.764 -3.524 1.523
H 2.819 -1.259 1.721
S 0.457 0.810 -1.575
C -1.069 1.768 -1.599
N -1.626 2.163 -2.729
N -1.003 1.831 -3.864
C -1.546 2.041 -5.106
C -0.862 1.564 -6.232
C -1.381 1.758 -7.498
C -2.586 2.430 -7.671
C -3.260 2.910 -6.556
C -2.755 2.723 -5.282
N -1.680 2.097 -0.471
N -1.201 1.630 0.681
C -1.996 1.953 1.773
C -2.835 3.084 1.769
C -3.615 3.391 2.869
C -3.597 2.590 4.005
C -2.802 1.451 4.005
C -2.023 1.124 2.909
H -0.146 1.293 -3.792
H 0.077 1.039 -6.095
H -0.842 1.385 -8.360
H -2.991 2.574 -8.665
H -4.193 3.444 -6.689
H -3.272 3.088 -4.405
H -2.843 3.709 0.888
H -4.257 4.263 2.832
H -4.211 2.834 4.863
H -2.813 0.790 4.865
H -1.457 0.204 2.898
O 2.769 0.456 0.419
S 3.701 1.276 -0.422
C 4.975 1.856 0.779
C 6.288 1.147 0.469
C 5.913 -0.223 -0.092
C 4.857 0.057 -1.148
H 4.563 1.564 1.745
H 5.044 2.941 0.722
H 6.912 1.065 1.359
H 6.850 1.706 -0.282
H 5.494 -0.854 0.697
H 6.776 -0.740 -0.512
H 4.261 -0.805 -1.441
H 5.288 0.527 -2.034
```

Computed properties:
LUMO level (alpha / beta) (eV): 0.118 / 0.111
HOMO (alpha / beta) (eV): -5.106 / -6.030
F_max (eV/A): 1.51
ΔE to the lowest compared entry with this formula, charge and spin (kcal per mole): 4.4
Kohn-Sham gap (alpha / beta) (eV): 5.22 / 6.14
Total charge: 0
Multiplicity: 5
<S²>: 6.140